# 1
Here is a structure of composition C50H43BGeN5O3W in a non-equilibrium geometry from OMol25. Energies are from ωB97M-V/def2-TZVPD.

**Lowest unoccupied orbital energy (spin up / spin down)**: -3.63 / -3.81 eV
**Energy**: -125154.3579 eV
**Charge**: +1
**Kohn-Sham gap (spin up / spin down)**: 5.440 / 5.436 eV
**Spin multiplicity**: 3

CARTESIAN COORDINATES (ANGSTROEM)
W: -0.80420 -0.03391 -0.72344
C: -0.99930 3.41159 2.22406
C: -0.52300 2.46909 1.32056
N: -1.28720 1.50999 0.76396
C: -2.61160 1.54509 1.11446
C: -3.18620 2.45959 2.03026
C: -2.32650 3.41849 2.60236
C: -4.57120 2.35899 2.28886
C: -5.33540 1.38059 1.69856
C: -4.78400 0.47809 0.77996
C: -5.48370 -0.64561 0.19966
C: -4.89590 -1.37571 -0.75094
C: -3.57460 -0.97001 -1.34544
N: -2.76260 -0.14441 -0.46434
C: -3.42470 0.60469 0.44616
H: -0.30970 4.13819 2.62626
H: 0.51840 2.49559 1.02706
H: -2.71350 4.13089 3.31426
H: -5.01920 3.06949 2.96526
H: -6.38770 1.30259 1.93196
H: -6.46380 -0.89301 0.57656
H: -5.38040 -2.23371 -1.18794
H: -3.78000 -0.39901 -2.27664
C: 2.99370 -2.87191 -2.64404
C: 1.79210 -1.97551 -2.68544
O: 1.28610 -1.51541 -1.65474
N: 1.30150 -1.67791 -3.88854
C: 0.14280 -0.80911 -4.01344
C: -1.10070 -1.51591 -3.50724
C: -1.80270 -2.25221 -4.41634
C: -2.87430 -3.09411 -3.98694
C: -3.23070 -3.08681 -2.70224
C: -2.60650 -2.13021 -1.72934
N: -1.37350 -1.44461 -2.17434
H: 3.71140 -2.48601 -1.92314
H: 3.46400 -2.95991 -3.61614
H: 2.69250 -3.86071 -2.30624
H: 1.64980 -2.14181 -4.71234
H: 0.01770 -0.55521 -5.06524
H: 0.34290 0.10079 -3.42894
H: -1.50920 -2.26551 -5.45224
H: -3.34460 -3.75601 -4.69624
H: -3.98030 -3.75461 -2.30974
H: -2.38960 -2.67761 -0.78984
C: 1.13110 0.50389 -0.18114
Ge: 2.37710 0.17339 1.27846
C: 1.69250 -0.86971 2.82096
C: 0.45930 -0.56781 3.38366
C: 0.02500 -1.21641 4.52596
C: 0.81550 -2.19051 5.11346
C: 2.05900 -2.47931 4.57886
C: 2.49770 -1.80921 3.45166
C: 2.85040 1.93019 2.10076
C: 3.23290 3.00619 1.31056
C: 3.49250 4.24029 1.87926
C: 3.36580 4.41039 3.24766
C: 2.98160 3.34509 4.04386
C: 2.72700 2.11199 3.47046
C: 4.06230 -0.71901 0.67946
C: 5.21760 0.01259 0.44176
C: 6.41220 -0.62341 0.14686
C: 6.47090 -2.00591 0.10096
C: 5.31980 -2.74631 0.31236
C: 4.12410 -2.10461 0.58676
H: 1.71170 1.02219 -0.96304
H: -0.16070 0.19429 2.92166
H: -0.92910 -0.96011 4.96426
H: 0.46900 -2.71271 5.99276
H: 2.69160 -3.21801 5.04776
H: 3.48470 -2.00931 3.05976
H: 3.32400 2.87819 0.23916
H: 3.78700 5.07109 1.25466
H: 3.55680 5.37509 3.69166
H: 2.87610 3.47489 5.11116
H: 2.42830 1.28049 4.09306
H: 5.18910 1.09109 0.50756
H: 7.30510 -0.04111 -0.02674
H: 7.40810 -2.50541 -0.09414
H: 5.35570 -3.82641 0.28056
H: 3.23010 -2.69161 0.75046
C: -0.68110 -3.99321 2.56346
C: 0.37930 -3.72711 1.71306
C: 0.31440 -2.61951 0.88826
N: -0.72800 -1.77541 0.85766
C: -1.73430 -2.02281 1.71406
C: -1.75130 -3.10931 2.56386
H: -0.68330 -4.86171 3.20176
H: 1.24400 -4.37071 1.69636
H: 1.10880 -2.39521 0.18896
H: -2.56730 -1.32671 1.72156
H: -2.59250 -3.26001 3.21966
O: -0.21740 2.49899 -2.76914
B: -1.05940 1.56559 -2.15454
O: -2.36060 1.78299 -2.63814
C: -2.30740 2.82399 -3.51664
C: -3.31380 3.41389 -4.25434
C: -2.94350 4.44859 -5.10094
C: -1.62500 4.87319 -5.19464
C: -0.61610 4.29409 -4.44034
C: -0.98180 3.26279 -3.60074
H: -4.33510 3.08049 -4.16834
H: -3.69690 4.93669 -5.69834
H: -1.37540 5.67789 -5.86704
H: 0.40510 4.63089 -4.50764

# 2
Here is a structure of composition C50H44Cl5GeN6SiTc in a non-equilibrium geometry from OMol25. Energies are from ωB97M-V/def2-TZVPD.

**Lowest unoccupied orbital energy (spin up / spin down)**: 2.29 / 2.29 eV
**Energy**: -190707.7949 eV
**Charge**: -1
**Kohn-Sham gap (spin up / spin down)**: 5.642 / 5.692 eV
**Spin multiplicity**: 2

CARTESIAN COORDINATES (ANGSTROEM)
Tc: -0.95771 0.19790 -0.64841
Cl: -3.44921 1.93650 -0.97691
C: -3.91001 0.28620 -0.76741
C: -2.84111 -0.61410 -0.57511
C: -3.29581 -1.91790 -0.28061
Cl: -2.11121 -3.06610 0.16749
C: -4.62511 -2.29890 -0.28351
Cl: -5.06701 -3.92630 0.05179
C: -5.62841 -1.36940 -0.55651
Cl: -7.28271 -1.83670 -0.59451
C: -5.24831 -0.04460 -0.77341
Cl: -6.45661 1.14980 -1.06971
C: -0.90301 0.35400 1.50349
Si: -0.67391 2.16800 1.91889
C: 0.53259 3.06780 0.70859
N: 0.41489 2.74660 -0.71851
C: 1.66829 3.05150 -1.40141
C: 2.06789 4.54140 -1.33881
C: 0.84339 5.45320 -1.49571
C: -0.26221 4.69020 -2.20951
C: -0.68151 3.46140 -1.38781
C: 0.27439 2.41410 3.55649
C: 1.58419 1.95290 3.64979
C: 2.32589 2.11520 4.80369
C: 1.76039 2.73750 5.90359
C: 0.45219 3.18360 5.83959
C: -0.27841 3.02330 4.67589
C: -2.29221 3.15760 2.10649
C: -3.40561 2.54050 2.66739
C: -4.58401 3.23140 2.88169
C: -4.67691 4.56700 2.52719
C: -3.58381 5.20040 1.96239
C: -2.40821 4.49960 1.76159
H: -1.76041 -0.03700 2.06089
H: -0.04191 -0.18910 1.91219
H: 1.53109 2.74810 1.01109
H: 0.50299 4.15160 0.88069
H: 1.56779 2.74850 -2.44661
H: 2.46759 2.44860 -0.96091
H: 2.78039 4.73640 -2.14251
H: 2.56979 4.75510 -0.39321
H: 1.10579 6.35620 -2.05121
H: 0.47169 5.77570 -0.51921
H: 0.09429 4.38530 -3.19731
H: -1.14051 5.32130 -2.35961
H: -1.17961 2.76990 -2.07411
H: -1.40581 3.76750 -0.63191
H: 2.03229 1.45290 2.80229
H: 3.34619 1.75700 4.84929
H: 2.33849 2.87230 6.80759
H: 0.00239 3.65840 6.70149
H: -1.29941 3.37630 4.63349
H: -3.33961 1.49900 2.94729
H: -5.43221 2.72740 3.32589
H: -5.59531 5.11220 2.69749
H: -3.65021 6.24360 1.67839
H: -1.56331 5.02360 1.33559
N: -0.75871 0.74550 -4.85131
C: -1.50401 0.59010 -3.74391
N: -0.72701 0.31430 -2.71931
C: 0.55829 0.28370 -3.25621
N: 0.54909 0.56080 -4.57391
C: 1.72459 0.05390 -2.51041
C: 2.99669 0.27840 -3.06041
N: 4.12819 0.20530 -2.39991
C: 4.01719 -0.09250 -1.08281
C: 2.82649 -0.41580 -0.48751
N: 1.65429 -0.44520 -1.18611
H: -1.03791 0.92680 -5.80051
H: -2.57231 0.66790 -3.71861
H: 3.05319 0.53240 -4.11061
H: 4.94149 -0.09850 -0.52561
H: 2.76099 -0.73870 0.54229
C: 0.54749 -1.16110 -0.76061
Ge: 0.88899 -3.05950 -0.34281
C: 0.68759 -3.78140 1.52609
C: -0.22191 -4.76360 1.89519
C: -0.33361 -5.17100 3.21379
C: 0.48179 -4.62090 4.18659
C: 1.40229 -3.64920 3.83339
C: 1.48969 -3.23220 2.51799
C: 2.78799 -3.39870 -0.86921
C: 3.76069 -3.88330 -0.00511
C: 5.07469 -4.01560 -0.41681
C: 5.43329 -3.67170 -1.70751
C: 4.46779 -3.22490 -2.59431
C: 3.15739 -3.10060 -2.17631
C: -0.08921 -4.08190 -1.75741
C: -0.58101 -3.35370 -2.83171
C: -1.23291 -3.97220 -3.88011
C: -1.42281 -5.34390 -3.85721
C: -0.95551 -6.08140 -2.78321
C: -0.27851 -5.45470 -1.75131
H: -0.86481 -5.20900 1.15149
H: -1.06371 -5.92180 3.48659
H: 0.39779 -4.94160 5.21629
H: 2.04819 -3.21340 4.58439
H: 2.19919 -2.45920 2.25469
H: 3.48609 -4.16110 1.00439
H: 5.82399 -4.38880 0.27009
H: 6.46409 -3.75010 -2.02411
H: 4.74009 -2.96980 -3.60831
H: 2.40439 -2.75390 -2.87391
H: -0.46061 -2.27770 -2.82311
H: -1.60021 -3.38540 -4.71301
H: -1.93331 -5.83540 -4.67431
H: -1.12431 -7.15110 -2.75141
H: 0.10519 -6.04310 -0.92941